Density functional theory data (ωB97M-V/def2-TZVPD) for one molecule with the formula C14H15N7O in a non-equilibrium geometry.

Results
Kohn-Sham gap ... 8.9 eV
HOMO ... -8.43 eV
E_tot ... -1000.962199 Ha
LUMO level ... 0.0176 hartree
SMILES string ... N#Cc1ccc(NCCNCC(=O)N2N=CC[C@H]2C#N)nc1
Max |F| ... 2.7 eV/Å
Net charge ... 0

Last column: Mulliken charge in e.
Cartesian coordinates (Å):
N  4.213  -5.998  -3.673  -0.505
C  3.348  -5.396  -3.171  0.072
C  2.295  -4.604  -2.581  0.417
C  0.954  -4.883  -2.897  -0.614
C  0.026  -4.112  -2.235  -0.178
C  0.473  -3.174  -1.293  0.496
N  -0.394  -2.338  -0.609  -0.226
C  -1.633  -1.829  -1.257  -0.553
C  -2.231  -0.759  -0.370  -0.816
N  -1.288  0.349  -0.120  -0.215
C  -1.638  1.332  0.972  -0.458
C  -0.980  2.705  0.818  0.400
O  -0.838  3.134  -0.317  -0.611
N  -0.534  3.450  1.916  0.530
N  -0.953  3.269  3.203  -0.817
C  -0.437  4.232  3.893  -0.239
C  0.494  5.130  3.140  -0.564
C  0.387  4.575  1.736  0.167
C  1.708  4.134  1.168  0.046
N  2.766  3.802  0.831  -0.430
N  1.726  -2.891  -0.993  -0.556
C  2.610  -3.605  -1.647  -0.459
H  0.629  -5.650  -3.608  0.421
H  -1.040  -4.337  -2.407  0.266
H  0.136  -1.639  -0.105  0.360
H  -1.287  -1.380  -2.188  0.363
H  -2.355  -2.615  -1.426  0.295
H  -2.462  -1.248  0.591  0.380
H  -3.119  -0.378  -0.839  0.499
H  -1.044  0.870  -0.968  0.186
H  -2.735  1.497  0.960  0.256
H  -1.381  0.942  1.973  0.331
H  -0.635  4.367  4.954  0.428
H  0.140  6.163  3.180  0.290
H  1.511  5.067  3.585  0.345
H  -0.064  5.328  1.107  0.256
H  3.633  -3.512  -1.324  0.435

Forces on the atoms, in the same order (eV/Å):
N -1.6 1.0 0.9
C 1.4 -0.6 -0.8
C 0.3 -0.6 -0.4
C 0.2 0.6 0.4
C -0.7 -0.8 -0.3
C -2.0 1.8 0.4
N -1.0 -0.7 -0.3
C 2.0 0.4 0.7
C 0.6 0.5 0.8
N 0.7 0.9 0.7
C -0.5 -0.9 0.3
C -0.1 -0.3 -1.1
O 0.5 0.2 0.7
N -0.1 -1.2 -1.7
N 0.5 1.3 1.0
C -0.5 -1.1 0.0
C 0.4 0.3 0.9
C 0.5 -0.3 -0.7
C 0.4 -0.1 0.0
N -1.4 0.4 0.4
N 0.8 -0.6 -0.4
C 0.5 -1.3 0.0
H 0.4 0.3 0.3
H 0.6 0.5 0.3
H -0.3 0.2 -0.1
H -0.5 0.0 -0.5
H -0.1 -0.2 -0.1
H -0.1 0.4 -0.2
H -0.9 0.0 -0.1
H -0.3 -0.2 0.4
H 0.3 0.2 0.2
H -0.1 -0.1 -0.5
H -0.1 -0.3 -0.3
H 0.2 0.0 0.1
H -0.6 0.2 -0.4
H 0.1 0.0 -0.6
H 0.4 0.3 -0.2